{"formula": "C2H2N2O3", "method": "ωB97M-V/def2-TZVPD", "elements": ["O", "C", "N", "C", "O", "N", "O", "H", "H"], "coordinates": [[-2.00, -0.64, 0.46], [-1.00, -0.08, 0.18], [-0.63, 1.26, 0.41], [0.51, 1.45, 0.08], [1.12, 0.37, -0.60], [0.09, -0.66, -0.51], [0.48, -1.68, 0.32], [0.95, 2.52, 0.00], [0.48, -2.54, -0.35]], "lowdin_charge": [0.17, -0.49, 0.17, -0.16, 0.01, -0.08, 0.00, 0.18, 0.21], "total_energy_ev": -11224.9866, "spin_multiplicity": 1, "largest_force_ha_per_bohr": 0.1107, "smiles": "O=c1ncon1O", "e_homo_ev": -10.61}

***

{"formula": "C21H24F3N3O4", "method": "ωB97M-V/def2-TZVPD", "elements": ["C", "C", "C", "N", "C", "C", "O", "N", "C", "C", "C", "C", "O", "C", "C", "O", "C", "C", "C", "C", "O", "N", "C", "C", "C", "C", "F", "C", "F", "C", "F", "H", "H", "H", "H", "H", "H", "H", "H", "H", "H", "H", "H", "H", "H", "H", "H", "H", "H", "H", "H", "H", "H", "H", "H"], "coordinates": [[1.14, -0.44, -6.08], [0.82, -0.56, -4.59], [2.01, -1.12, -3.81], [1.70, -1.21, -2.39], [2.88, -1.14, -1.53], [2.40, -0.94, -0.09], [2.32, -1.85, 0.70], [2.02, 0.34, 0.16], [1.29, 0.83, 1.25], [1.21, 2.21, 1.44], [0.41, 2.70, 2.45], [-0.34, 1.87, 3.28], [-1.08, 2.54, 4.20], [-1.98, 1.87, 5.05], [-0.25, 0.48, 3.09], [-0.99, -0.34, 3.88], [-0.88, -1.74, 3.71], [0.57, -0.01, 2.08], [0.86, -2.35, -2.04], [-0.29, -1.97, -1.11], [-0.90, -2.79, -0.46], [-0.55, -0.64, -1.15], [-1.43, 0.09, -0.36], [-2.39, -0.49, 0.47], [-3.21, 0.30, 1.25], [-3.10, 1.68, 1.21], [-3.90, 2.43, 1.97], [-2.16, 2.28, 0.38], [-2.05, 3.62, 0.33], [-1.34, 1.48, -0.39], [-0.42, 2.05, -1.20], [0.29, -0.04, -6.62], [1.99, 0.22, -6.23], [1.39, -1.42, -6.49], [-0.05, -1.21, -4.46], [0.56, 0.42, -4.19], [2.31, -2.09, -4.23], [2.85, -0.44, -3.93], [3.50, -0.30, -1.84], [3.48, -2.06, -1.57], [2.23, 1.03, -0.55], [1.76, 2.88, 0.80], [0.33, 3.77, 2.61], [-2.46, 2.66, 5.63], [-2.74, 1.32, 4.49], [-1.46, 1.18, 5.72], [-1.19, -2.05, 2.72], [-1.54, -2.17, 4.46], [0.15, -2.08, 3.90], [0.65, -1.07, 1.92], [1.43, -3.15, -1.55], [0.41, -2.77, -2.94], [0.11, -0.11, -1.72], [-2.47, -1.56, 0.49], [-3.95, -0.15, 1.90]], "lowdin_charge": [-0.11, -0.25, -0.21, -0.19, -0.09, -0.46, 0.09, 0.14, -0.23, -0.04, 0.00, -0.21, -0.07, -0.07, -0.18, -0.11, -0.06, 0.05, -0.08, -0.44, 0.08, 0.16, -0.16, 0.00, 0.01, -0.21, 0.09, -0.14, 0.12, -0.14, 0.09, 0.07, 0.07, 0.07, 0.10, 0.11, 0.13, 0.12, 0.12, 0.14, 0.15, 0.12, 0.13, 0.10, 0.09, 0.09, 0.09, 0.10, 0.10, 0.10, 0.14, 0.13, 0.12, 0.11, 0.13], "total_energy_ev": -42979.1052, "spin_multiplicity": 1, "largest_force_ha_per_bohr": 0.0130, "smiles": "CCCN(CC(=O)Nc1ccc(OC)c(OC)c1)CC(=O)Nc1ccc(F)c(F)c1F", "e_homo_ev": -7.65}

***

{"formula": "C67H133BN8O18", "method": "ωB97M-V/def2-TZVPD", "elements": ["N", "O", "O", "O", "O", "C", "O", "B", "O", "C", "O", "O", "C", "O", "C", "O", "O", "C", "C", "C", "C", "C", "C", "N", "O", "C", "C", "C", "H", "H", "H", "H", "H", "H", "H", "H", "H", "H", "H", "H", "H", "H", "H", "H", "H", "H", "H", "C", "C", "C", "C", "C", "C", "N", "O", "C", "C", "C", "H", "H", "H", "H", "H", "H", "H", "H", "H", "H", "H", "H", "H", "H", "H", "H", "H", "H", "H", "C", "C", "C", "C", "C", "C", "N", "O", "C", "C", "C", "H", "H", "H", "H", "H", "H", "H", "H", "H", "H", "H", "H", "H", "H", "H", "H", "H", "H", "H", "C", "C", "C", "C", "C", "C", "N", "O", "C", "C", "C", "H", "H", "H", "H", "H", "H", "H", "H", "H", "H", "H", "H", "H", "H", "H", "H", "H", "H", "H", "C", "C", "C", "C", "C", "C", "N", "O", "C", "C", "C", "H", "H", "H", "H", "H", "H", "H", "H", "H", "H", "H", "H", "H", "H", "H", "H", "H", "H", "H", "C", "C", "C", "C", "C", "C", "N", "O", "C", "C", "C", "H", "H", "H", "H", "H", "H", "H", "H", "H", "H", "H", "H", "H", "H", "H", "H", "H", "H", "H", "C", "C", "C", "C", "C", "C", "N", "O", "C", "C", "C", "H", "H", "H", "H", "H", "H", "H", "H", "H", "H", "H", "H", "H", "H", "H", "H", "H", "H", "H"], "coordinates": [[-0.46, -1.89, -5.48], [0.08, -1.14, -4.66], [-1.69, -1.98, -5.49], [0.18, -2.44, -6.41], [-4.24, -1.46, 0.88], [-3.03, -1.21, 0.51], [-2.09, -2.10, 0.25], [-0.85, -1.40, -0.10], [-1.12, 0.02, 0.25], [-2.38, 0.16, 0.65], [-2.91, 1.22, 1.04], [-0.53, -1.62, -1.49], [0.62, -2.28, -1.58], [1.26, -2.68, -2.57], [1.20, -2.47, -0.14], [0.31, -1.99, 0.62], [2.29, -3.06, 0.19], [6.11, -0.08, -3.15], [5.51, 0.65, -1.99], [6.00, 2.15, -2.18], [5.10, 3.06, -1.34], [3.56, 2.94, -1.72], [3.14, 1.41, -1.46], [4.03, 0.42, -2.20], [3.74, -0.96, -1.95], [2.97, 1.24, 0.07], [1.77, 1.21, -2.13], [6.08, 0.11, -0.66], [5.94, -1.16, -3.19], [7.19, -0.04, -3.02], [5.89, 0.37, -4.11], [6.98, 2.35, -1.75], [5.93, 2.55, -3.19], [5.26, 4.14, -1.41], [5.25, 2.86, -0.28], [3.35, 3.28, -2.74], [3.04, 3.61, -1.04], [2.46, 2.15, 0.39], [2.31, 0.44, 0.42], [3.91, 1.25, 0.62], [1.86, 1.39, -3.20], [1.33, 0.26, -1.84], [1.11, 2.06, -1.97], [6.05, -0.98, -0.65], [5.78, 0.65, 0.23], [7.17, 0.18, -0.67], [4.03, -1.03, -1.04], [-0.04, -4.17, 3.68], [-1.36, -4.67, 4.32], [-1.09, -4.64, 5.87], [-1.02, -3.30, 6.52], [-2.32, -2.61, 6.22], [-2.67, -2.46, 4.67], [-2.61, -3.84, 4.00], [-2.99, -3.91, 2.70], [-4.15, -2.05, 4.66], [-1.72, -1.41, 3.86], [-1.53, -6.17, 3.98], [0.12, -3.15, 4.04], [-0.07, -4.20, 2.59], [0.77, -4.86, 3.92], [-1.92, -5.21, 6.27], [-0.16, -5.19, 6.07], [-0.14, -2.70, 6.28], [-0.84, -3.52, 7.57], [-2.18, -1.61, 6.61], [-3.22, -3.00, 6.69], [-4.43, -1.26, 5.36], [-4.45, -1.78, 3.65], [-4.86, -2.85, 4.86], [-1.19, -1.78, 2.99], [-2.27, -0.56, 3.46], [-0.98, -1.01, 4.56], [-1.86, -6.27, 2.94], [-2.22, -6.74, 4.61], [-0.56, -6.67, 4.05], [-2.26, -3.50, 2.24], [-2.65, 3.70, -7.18], [-1.95, 2.93, -5.99], [-0.70, 3.78, -5.61], [-0.13, 3.47, -4.25], [-1.21, 3.62, -3.19], [-2.46, 2.54, -3.45], [-2.91, 2.75, -4.82], [-4.12, 2.10, -5.13], [-1.88, 1.14, -3.08], [-3.42, 3.07, -2.37], [-1.62, 1.49, -6.47], [-2.02, 3.51, -8.05], [-2.71, 4.77, -7.01], [-3.60, 3.27, -7.52], [0.11, 3.45, -6.27], [-0.74, 4.86, -5.78], [0.81, 3.98, -4.07], [0.15, 2.43, -4.44], [-1.60, 4.64, -3.16], [-0.64, 3.46, -2.27], [-1.07, 0.84, -3.74], [-1.51, 0.99, -2.07], [-2.67, 0.41, -3.24], [-4.41, 2.62, -2.44], [-3.05, 2.89, -1.36], [-3.78, 4.07, -2.57], [-2.46, 0.80, -6.56], [-1.02, 0.96, -5.73], [-1.14, 1.56, -7.44], [-3.89, 1.17, -5.17], [7.72, -2.72, 1.92], [6.61, -3.71, 2.40], [6.91, -4.11, 3.84], [6.41, -3.19, 5.00], [4.98, -2.76, 4.72], [4.70, -2.14, 3.34], [5.26, -3.04, 2.28], [4.82, -2.71, 1.03], [3.12, -2.12, 3.26], [5.34, -0.78, 3.14], [6.58, -5.05, 1.53], [8.58, -3.31, 1.60], [8.00, -1.97, 2.65], [7.36, -2.22, 1.02], [6.64, -5.13, 4.11], [7.98, -3.95, 3.97], [7.04, -2.30, 5.00], [6.40, -3.84, 5.87], [4.70, -1.98, 5.43], [4.34, -3.63, 4.88], [2.81, -3.10, 2.88], [2.49, -1.97, 4.13], [2.88, -1.40, 2.48], [4.75, 0.03, 2.72], [5.57, -0.39, 4.13], [6.22, -0.76, 2.50], [7.52, -5.59, 1.47], [6.39, -4.72, 0.50], [5.77, -5.73, 1.82], [4.02, -3.23, 1.03], [-0.93, 6.54, -0.90], [-0.70, 6.19, 0.60], [-0.14, 7.43, 1.35], [-1.13, 8.50, 1.81], [-2.28, 7.93, 2.65], [-2.99, 6.72, 1.95], [-1.91, 5.82, 1.35], [-2.37, 4.65, 0.82], [-3.73, 5.96, 2.98], [-3.93, 7.25, 0.90], [0.39, 5.14, 0.62], [-1.48, 7.47, -1.02], [-1.45, 5.76, -1.44], [-0.04, 6.63, -1.53], [0.41, 7.07, 2.22], [0.61, 7.85, 0.68], [-1.68, 8.97, 1.00], [-0.63, 9.30, 2.35], [-3.03, 8.72, 2.69], [-1.97, 7.72, 3.67], [-3.07, 5.42, 3.66], [-4.43, 6.47, 3.64], [-4.28, 5.16, 2.47], [-4.08, 6.55, 0.08], [-4.90, 7.60, 1.27], [-3.59, 8.15, 0.39], [1.31, 5.59, 0.22], [0.09, 4.32, -0.03], [0.53, 4.77, 1.64], [-2.33, 3.95, 1.47], [-7.56, 2.41, -1.50], [-7.21, 2.88, -0.05], [-8.56, 3.42, 0.45], [-8.67, 3.72, 1.98], [-8.11, 2.51, 2.77], [-6.76, 1.98, 2.18], [-6.83, 1.74, 0.70], [-5.81, 1.05, 0.15], [-5.67, 2.96, 2.63], [-6.41, 0.63, 2.96], [-6.08, 3.99, -0.24], [-8.24, 1.56, -1.46], [-6.75, 2.10, -2.16], [-7.95, 3.26, -2.06], [-8.69, 4.47, 0.21], [-9.46, 2.92, 0.08], [-9.74, 3.84, 2.18], [-8.17, 4.65, 2.25], [-8.87, 1.73, 2.71], [-7.95, 2.86, 3.79], [-4.72, 2.81, 2.13], [-6.06, 3.95, 2.38], [-5.62, 2.76, 3.70], [-5.40, 0.31, 2.71], [-6.65, 0.51, 4.01], [-7.07, -0.16, 2.61], [-6.54, 4.97, -0.23], [-5.49, 3.92, -1.15], [-5.27, 4.04, 0.49], [-5.04, 1.62, 0.15], [4.64, -4.03, -2.05], [3.99, -5.36, -2.53], [3.32, -6.06, -1.27], [2.23, -7.09, -1.56], [1.17, -6.51, -2.38], [1.77, -5.99, -3.70], [2.90, -5.02, -3.50], [3.50, -4.56, -4.70], [2.17, -7.24, -4.60], [0.55, -5.36, -4.44], [5.14, -6.23, -2.98], [5.36, -4.24, -1.26], [3.96, -3.32, -1.59], [5.15, -3.48, -2.84], [4.07, -6.74, -0.85], [2.93, -5.36, -0.53], [1.84, -7.43, -0.60], [2.56, -8.03, -2.02], [0.82, -5.67, -1.78], [0.28, -7.13, -2.53], [2.65, -6.93, -5.53], [2.90, -7.92, -4.16], [1.34, -7.86, -4.96], [0.17, -4.46, -3.96], [0.85, -5.03, -5.44], [-0.23, -6.05, -4.77], [5.67, -5.82, -3.84], [4.65, -7.19, -3.11], [5.87, -6.36, -2.19], [3.95, -5.36, -4.98]], "lowdin_charge": [-0.64, -0.07, -0.09, -0.09, 0.08, -0.30, 0.23, -0.91, 0.22, -0.34, 0.09, 0.24, -0.32, 0.13, -0.31, 0.23, 0.03, -0.06, -0.48, -0.12, -0.20, -0.09, -0.43, -0.06, 0.00, -0.01, -0.02, -0.04, 0.08, 0.08, 0.09, 0.11, 0.11, 0.09, 0.09, 0.11, 0.09, 0.08, 0.08, 0.05, 0.09, 0.08, 0.07, 0.07, 0.06, 0.08, 0.06, -0.03, -0.44, -0.17, -0.21, -0.14, -0.38, -0.14, 0.02, -0.06, 0.02, -0.04, 0.06, 0.08, 0.08, 0.11, 0.12, 0.11, 0.11, 0.11, 0.11, 0.08, 0.06, 0.08, 0.06, 0.07, 0.07, 0.08, 0.07, 0.07, 0.07, -0.04, -0.42, -0.15, -0.21, -0.11, -0.42, -0.11, -0.01, 0.00, -0.06, -0.02, 0.07, 0.07, 0.07, 0.12, 0.11, 0.11, 0.09, 0.09, 0.09, 0.05, 0.07, 0.09, 0.05, 0.08, 0.08, 0.08, 0.06, 0.08, 0.08, -0.04, -0.44, -0.15, -0.17, -0.16, -0.45, -0.15, -0.02, -0.01, -0.02, -0.02, 0.08, 0.07, 0.06, 0.11, 0.10, 0.10, 0.11, 0.11, 0.12, 0.07, 0.08, 0.07, 0.07, 0.08, 0.06, 0.07, 0.05, 0.08, 0.06, -0.02, -0.50, -0.14, -0.18, -0.14, -0.48, -0.10, -0.02, -0.05, -0.04, -0.04, 0.07, 0.05, 0.08, 0.11, 0.11, 0.09, 0.10, 0.11, 0.11, 0.10, 0.10, 0.05, 0.08, 0.08, 0.07, 0.09, 0.08, 0.09, 0.10, -0.04, -0.48, -0.13, -0.18, -0.14, -0.43, -0.14, 0.03, -0.06, -0.03, 0.00, 0.09, 0.07, 0.08, 0.10, 0.11, 0.10, 0.10, 0.11, 0.11, 0.07, 0.06, 0.09, 0.06, 0.07, 0.08, 0.08, 0.05, 0.04, 0.07, -0.03, -0.46, -0.10, -0.23, -0.16, -0.43, -0.06, 0.00, -0.04, -0.04, -0.05, 0.05, 0.05, 0.08, 0.10, 0.11, 0.11, 0.10, 0.12, 0.12, 0.07, 0.05, 0.07, 0.08, 0.07, 0.08, 0.08, 0.07, 0.08, 0.06], "total_energy_ev": -121078.4899, "total_charge": -2, "spin_multiplicity": 1, "largest_force_ha_per_bohr": 0.1233, "e_homo_ev": -2.44}

***

{"formula": "C2H6IN2O2", "method": "ωB97M-V/def2-TZVPD", "elements": ["N", "C", "O", "I", "C", "N", "O", "H", "H", "H", "H", "H", "H"], "coordinates": [[-1.05, 1.38, -0.25], [0.16, 0.73, -0.09], [0.99, 0.68, -1.51], [2.38, 2.21, -1.64], [0.05, -0.81, 0.16], [0.83, -1.72, -0.39], [-0.98, -1.28, 0.80], [-1.79, 0.93, -0.90], [-1.16, 2.38, -0.09], [0.94, 1.30, 0.57], [1.81, -1.39, -0.72], [0.66, -2.72, -0.32], [-1.61, -0.71, 1.22]], "lowdin_charge": [0.09, -0.35, -0.78, 0.90, -0.25, 0.26, 0.20, 0.17, 0.12, 0.14, 0.20, 0.16, 0.14], "total_energy_ev": -17338.5316, "total_charge": 1, "spin_multiplicity": 1, "largest_force_ha_per_bohr": 0.0775, "smiles": "N[C@H](OI)C(=[NH2+])O", "e_homo_ev": -13.03}

***

{"formula": "C35H33N8O2W", "method": "ωB97M-V/def2-TZVPD", "elements": ["W", "O", "C", "C", "C", "C", "C", "C", "C", "N", "N", "C", "O", "C", "C", "C", "C", "C", "C", "H", "H", "H", "H", "H", "H", "H", "H", "H", "H", "N", "C", "C", "N", "C", "C", "N", "C", "C", "N", "H", "H", "H", "H", "H", "H", "C", "C", "C", "C", "C", "C", "C", "C", "C", "C", "N", "C", "C", "C", "C", "C", "N", "H", "H", "H", "H", "H", "H", "H", "H", "H", "H", "H", "H", "H", "H", "H", "H", "H"], "coordinates": [[0.38, -0.20, -0.42], [0.12, 0.18, -2.18], [0.45, -0.11, -3.47], [0.03, 0.71, -4.50], [0.36, 0.38, -5.81], [1.08, -0.77, -6.09], [1.50, -1.59, -5.06], [1.20, -1.27, -3.73], [1.67, -2.10, -2.67], [1.46, -1.84, -1.41], [2.04, -2.74, -0.54], [1.95, -2.35, 0.68], [1.33, -1.16, 0.89], [2.50, -3.09, 1.79], [2.48, -2.54, 3.08], [3.04, -3.23, 4.13], [3.60, -4.48, 3.91], [3.61, -5.04, 2.64], [3.07, -4.35, 1.57], [-0.54, 1.60, -4.27], [0.05, 1.04, -6.61], [1.32, -1.03, -7.12], [2.07, -2.49, -5.27], [2.24, -2.99, -2.90], [2.05, -1.56, 3.23], [3.04, -2.81, 5.13], [4.04, -5.03, 4.74], [4.06, -6.02, 2.47], [3.07, -4.76, 0.57], [-2.92, -3.10, -0.06], [-2.69, -3.40, -1.38], [-1.67, -2.60, -1.78], [-1.26, -1.83, -0.71], [-2.05, -2.16, 0.31], [-1.82, -1.45, 1.55], [-0.92, -0.48, 1.52], [-0.78, -0.03, 2.80], [-1.63, -0.73, 3.61], [-2.28, -1.62, 2.80], [-3.62, -3.54, 0.52], [-3.27, -4.13, -1.92], [-1.21, -2.53, -2.75], [-0.08, 0.74, 3.07], [-1.82, -0.65, 4.66], [-2.97, -2.29, 3.11], [-2.86, 2.43, -2.32], [-2.94, 1.28, -1.31], [-2.81, 1.81, 0.09], [-3.98, 2.15, 0.76], [-3.93, 2.80, 1.98], [-2.72, 3.13, 2.55], [-1.52, 2.81, 1.92], [-0.23, 3.21, 2.62], [0.00, 4.73, 2.56], [-1.57, 2.13, 0.69], [-0.34, 1.77, 0.04], [0.54, 2.74, -0.21], [1.83, 2.37, -0.54], [3.02, 3.05, -0.81], [4.01, 2.09, -0.96], [3.40, 0.85, -0.78], [2.08, 0.99, -0.52], [-3.05, 2.08, -3.34], [-1.88, 2.91, -2.29], [-3.61, 3.18, -2.09], [-2.18, 0.54, -1.54], [-3.90, 0.78, -1.41], [-4.93, 1.94, 0.30], [-4.85, 3.07, 2.49], [-2.69, 3.65, 3.50], [0.63, 2.69, 2.19], [-0.30, 2.92, 3.67], [0.06, 5.09, 1.53], [0.92, 4.98, 3.08], [-0.82, 5.26, 3.04], [0.25, 3.78, -0.15], [3.15, 4.12, -0.88], [5.06, 2.26, -1.16], [3.85, -0.13, -0.83]], "lowdin_charge": [2.03, -0.24, -0.25, 0.04, 0.02, -0.01, 0.03, -0.15, 0.02, -0.10, 0.13, -0.33, -0.20, -0.16, -0.02, -0.04, -0.02, -0.03, 0.00, 0.13, 0.14, 0.13, 0.14, 0.16, 0.11, 0.12, 0.13, 0.12, 0.12, 0.17, 0.00, -0.06, 0.00, -0.22, -0.22, 0.00, -0.07, 0.01, 0.18, 0.19, 0.15, 0.12, 0.12, 0.15, 0.19, -0.06, -0.20, -0.18, -0.01, -0.02, -0.01, -0.19, -0.22, -0.05, -0.19, -0.06, -0.02, -0.27, 0.07, 0.00, -0.04, -0.11, 0.08, 0.07, 0.09, 0.05, 0.12, 0.13, 0.13, 0.13, 0.09, 0.12, 0.07, 0.09, 0.09, 0.16, 0.14, 0.13, 0.14], "total_energy_ev": -54649.0700, "total_charge": 3, "spin_multiplicity": 1, "largest_force_ha_per_bohr": 0.0305, "e_homo_ev": -16.17}

***

{"formula": "C2H2FN3O", "method": "ωB97M-V/def2-TZVPD", "elements": ["C", "C", "N", "N", "N", "O", "F", "H", "H"], "coordinates": [[0.14, -1.10, -0.18], [-0.56, -0.21, 0.96], [0.63, -0.49, -1.13], [0.61, 0.66, -1.50], [-0.24, 0.99, 0.71], [-1.14, -0.91, 1.76], [-1.09, 2.00, 1.00], [0.21, -2.15, -0.19], [1.44, 1.22, -1.42]], "lowdin_charge": [0.05, -0.53, -0.04, 0.23, 0.04, 0.06, -0.03, 0.12, 0.11], "total_energy_ev": -11334.9849, "spin_multiplicity": 1, "largest_force_ha_per_bohr": 0.0606, "e_homo_ev": [-9.34, -9.34]}